No. 1
Molecular formula: C50H40F6KN5O8P2S6
Method: DFT, ωB97M-V/def2-TZVPD

Last column: Mulliken charge in e.
Positions of all 118 atoms, in Å:
1 K -0.743 -0.678 -0.160  3.047
2 O 1.781 0.794 2.749  -0.752
3 S 1.626 0.776 1.298  0.577
4 C 3.331 0.337 0.751  0.021
5 C 4.352 0.328 1.690  -0.513
6 C 5.651 0.039 1.316  -1.054
7 C 5.935 -0.244 -0.010  -0.772
8 C 4.913 -0.277 -0.941  -0.250
9 C 3.597 -0.011 -0.564  -0.177
10 P 2.230 -0.099 -1.780  2.489
11 C 3.160 0.888 -3.062  0.584
12 C 3.292 2.253 -2.812  0.000
13 C 3.902 3.086 -3.729  -0.486
14 C 4.410 2.569 -4.911  -0.737
15 C 4.288 1.215 -5.172  -0.703
16 C 3.664 0.383 -4.257  -0.602
17 C 2.481 -1.759 -2.521  0.750
18 C 3.410 -2.706 -2.114  -0.949
19 C 3.466 -3.941 -2.732  -0.802
20 C 2.582 -4.265 -3.746  -0.922
21 C 1.633 -3.338 -4.145  -0.751
22 C 1.600 -2.092 -3.546  -0.458
23 C 1.950 2.521 0.806  0.694
24 C 2.928 3.204 1.508  -0.579
25 C 3.221 4.524 1.223  -1.059
26 C 2.523 5.165 0.213  -1.072
27 C 1.522 4.495 -0.468  0.153
28 C 1.204 3.166 -0.177  -0.573
29 P -0.227 2.292 -0.952  1.059
30 C -0.040 2.809 -2.744  0.679
31 C -0.294 4.087 -3.241  -0.221
32 C -0.221 4.351 -4.597  -0.906
33 C 0.089 3.340 -5.490  -0.949
34 C 0.297 2.056 -5.016  -0.087
35 C 0.214 1.794 -3.660  -0.378
36 C -1.570 3.504 -0.638  1.217
37 C -2.775 3.210 -1.277  -1.129
38 C -3.895 3.986 -1.042  -0.471
39 C -3.825 5.078 -0.191  -0.797
40 C -2.629 5.378 0.437  -0.517
41 C -1.506 4.602 0.211  -0.376
42 H 4.096 0.537 2.719  0.582
43 H 6.444 0.042 2.053  0.390
44 H 6.951 -0.455 -0.318  0.381
45 H 5.130 -0.509 -1.976  0.501
46 H 2.905 2.654 -1.885  0.022
47 H 3.970 4.146 -3.530  0.456
48 H 4.899 3.218 -5.626  0.337
49 H 4.672 0.802 -6.099  0.395
50 H 3.574 -0.673 -4.477  0.308
51 H 4.069 -2.507 -1.284  0.243
52 H 4.195 -4.662 -2.391  0.325
53 H 2.613 -5.251 -4.193  0.309
54 H 0.914 -3.590 -4.917  0.459
55 H 0.866 -1.363 -3.860  0.292
56 H 3.441 2.688 2.304  0.407
57 H 3.987 5.045 1.784  0.338
58 H 2.729 6.203 -0.018  0.388
59 H 0.975 5.014 -1.238  0.375
60 H -0.588 4.881 -2.570  0.271
61 H -0.422 5.350 -4.962  0.388
62 H 0.139 3.546 -6.552  0.382
63 H 0.514 1.251 -5.707  0.595
64 H 0.327 0.785 -3.281  -0.327
65 H -2.829 2.333 -1.911  0.184
66 H -4.837 3.734 -1.512  0.406
67 H -4.705 5.675 0.014  0.328
68 H -2.577 6.210 1.127  0.331
69 H -0.585 4.824 0.730  0.183
70 N -3.367 -2.814 -7.680  -0.610
71 C -2.929 -2.855 -6.352  0.919
72 C -2.161 -1.813 -5.838  -0.666
73 C -1.760 -1.834 -4.516  -0.292
74 C -2.078 -2.913 -3.710  -0.631
75 C -2.806 -3.969 -4.230  -0.428
76 C -3.239 -3.945 -5.543  -1.020
77 S -2.034 -2.733 -1.912  1.606
78 O -0.637 -2.759 -1.455  -0.835
79 O -2.860 -3.794 -1.418  -0.849
80 N -2.533 -1.232 -1.853  -0.196
81 C -3.525 -0.880 -1.034  -0.082
82 N -3.409 0.331 -0.463  0.519
83 C -4.265 0.627 0.489  -0.136
84 C -5.290 -0.224 0.875  -1.085
85 C -5.419 -1.368 0.101  -0.460
86 N -4.581 -1.689 -0.857  -0.553
87 H -3.442 -1.872 -8.039  0.232
88 H -4.208 -3.350 -7.838  0.215
89 H -1.938 -0.965 -6.470  0.354
90 H -1.260 -0.991 -4.074  0.427
91 H -3.066 -4.776 -3.563  0.579
92 H -3.862 -4.739 -5.937  0.279
93 H -4.124 1.598 0.947  0.436
94 H -5.946 -0.006 1.704  0.404
95 H -6.248 -2.059 0.231  0.378
96 F -3.138 -2.792 3.413  -0.242
97 C -1.849 -3.006 3.094  0.525
98 F -1.463 -4.063 3.831  -0.248
99 F -1.161 -1.954 3.535  -0.179
100 S -1.700 -3.344 1.241  0.991
101 O -2.178 -2.108 0.708  -0.819
102 O -2.445 -4.549 1.141  -0.763
103 N -0.149 -3.523 1.197  -0.518
104 S 0.980 -3.161 0.190  1.248
105 O 1.214 -1.753 -0.074  0.109
106 O 1.421 -4.170 -0.717  -0.792
107 C 2.299 -3.333 1.555  0.178
108 F 2.372 -4.569 2.081  -0.287
109 F 2.080 -2.498 2.575  -0.207
110 F 3.550 -3.052 1.119  -0.233
111 C 0.106 4.677 3.667  -1.086
112 O 0.014 3.583 2.791  0.104
113 C -1.171 2.937 2.711  -0.254
114 S -2.492 3.512 3.520  -0.362
115 S -1.136 1.588 1.692  -0.072
116 H 1.134 5.026 3.589  0.278
117 H -0.126 4.376 4.692  0.313
118 H -0.596 5.468 3.384  0.334

Summary:
ΔE to the lowest compared entry with this formula, charge and spin: 45.16 kcal per mole
Kohn-Sham gap: 0.2274 Ha
Net charge: -2

No. 2
Molecular formula: C11H8Br2O
Method: DFT, ωB97M-V/def2-TZVPD

Last column: Mulliken charge in e.
Positions of all 22 atoms, in Å:
1 C -1.311 0.774 2.725  -0.511
2 C -1.938 1.754 1.934  -0.449
3 C -0.223 0.045 2.338  -1.022
4 C -1.555 1.968 0.665  -0.965
5 C 0.154 0.287 1.045  0.734
6 C -0.541 1.080 0.206  0.265
7 C 0.569 -2.218 -1.773  -0.715
8 C 1.195 -2.064 -0.616  -0.150
9 C 0.307 -0.882 -2.450  -0.551
10 C 1.545 -0.670 -0.343  -0.020
11 C 0.875 0.189 -1.454  0.418
12 O -0.168 1.029 -1.116  -0.373
13 Br 3.264 -0.147 0.391  -0.036
14 Br 2.168 1.351 -2.404  -0.121
15 H -1.745 0.698 3.638  0.447
16 H -2.727 2.314 2.230  0.482
17 H 0.316 -0.615 2.869  0.601
18 H -2.001 2.673 0.076  0.539
19 H 0.271 -3.130 -2.137  0.548
20 H 1.461 -2.965 0.076  0.301
21 H 0.914 -0.959 -3.375  0.304
22 H -0.830 -0.513 -2.523  0.274

Summary:
ΔE to the lowest compared entry with this formula, charge and spin: 75.29 kcal per mole
Kohn-Sham gap: 0.3207 Ha

No. 3
Molecular formula: C3H6OS
Method: DFT, ωB97M-V/def2-TZVPD

Last column: Mulliken charge in e.
Positions of all 11 atoms, in Å:
1 C 1.910 -0.275 0.146  -0.968
2 C 0.395 0.180 -0.119  -0.620
3 C -2.378 0.100 -0.134  0.199
4 H 2.580 0.728 0.019  0.289
5 H 1.843 -1.039 -0.387  0.398
6 H 1.955 -0.809 1.242  0.228
7 H 0.270 0.749 -0.995  0.397
8 H -0.064 0.577 1.031  0.336
9 H -1.889 1.141 -0.932  0.186
10 O -3.614 -0.162 0.286  -0.452
11 S -1.008 -1.188 -0.156  0.008

Summary:
ΔE to the lowest compared entry with this formula, charge and spin: 112.54 kcal per mole
Kohn-Sham gap: 0.3487 Ha

No. 4
Molecular formula: C24H21FN4O5
Method: DFT, ωB97M-V/def2-TZVPD

Last column: Mulliken charge in e.
Positions of all 55 atoms, in Å:
1 C -7.322 -1.749 -0.252  -1.222
2 C -6.003 -1.072 -0.284  0.246
3 C -5.617 0.194 0.042  -0.152
4 C -4.220 0.197 -0.222  0.139
5 N -3.832 -0.979 -0.664  -0.347
6 O -4.935 -1.771 -0.705  -0.263
7 N -3.311 1.218 -0.074  -0.035
8 C -3.594 2.427 0.467  0.601
9 O -4.684 2.775 0.863  -0.657
10 C -2.405 3.386 0.514  -0.593
11 H -2.599 4.128 1.294  0.324
12 H -2.329 3.893 -0.457  0.302
13 O -1.163 2.756 0.805  -0.311
14 C -0.200 2.848 -0.128  0.531
15 O -0.306 3.453 -1.157  -0.648
16 C 1.119 2.274 0.406  -0.006
17 N 0.977 0.867 0.712  -0.118
18 C 0.139 0.088 0.003  0.562
19 O -0.667 0.593 -0.772  -0.969
20 C 0.204 -1.376 0.237  0.491
21 C 1.329 -2.013 0.762  -0.143
22 C 1.341 -3.385 0.920  -0.925
23 C 0.220 -4.113 0.559  0.464
24 C -0.907 -3.506 0.034  -0.770
25 C -0.907 -2.135 -0.133  -0.586
26 H -1.778 -1.640 -0.540  0.714
27 H -1.764 -4.099 -0.243  0.504
28 F 0.235 -5.450 0.720  -0.341
29 H 2.207 -3.894 1.313  0.460
30 H 2.220 -1.462 1.020  0.208
31 H 1.690 0.455 1.290  0.440
32 H 1.342 2.796 1.344  0.418
33 C 2.244 2.517 -0.620  -1.031
34 C 3.514 1.865 -0.191  0.421
35 C 4.486 2.384 0.614  -0.785
36 N 5.471 1.457 0.825  0.014
37 C 5.157 0.313 0.150  -0.765
38 C 5.830 -0.899 0.057  -0.902
39 C 5.255 -1.891 -0.707  -0.609
40 C 4.042 -1.687 -1.372  -0.806
41 C 3.369 -0.489 -1.284  -0.052
42 C 3.921 0.530 -0.507  1.184
43 H 2.433 -0.342 -1.802  0.473
44 H 3.628 -2.489 -1.965  0.460
45 H 5.751 -2.845 -0.802  0.416
46 H 6.772 -1.053 0.563  0.397
47 H 6.312 1.611 1.354  0.178
48 H 4.552 3.362 1.053  0.478
49 H 1.919 2.113 -1.580  0.360
50 H 2.378 3.593 -0.733  0.561
51 H -2.364 1.007 -0.398  0.295
52 H -6.201 1.009 0.410  0.467
53 H -8.072 -1.072 0.143  0.313
54 H -7.271 -2.640 0.373  0.314
55 H -7.607 -2.060 -1.256  0.305

Summary:
ΔE to the lowest compared entry with this formula, charge and spin: 0.00 kcal per mole
Kohn-Sham gap: 0.3215 Ha
SMILES string: Cc1cc(NC(=O)COC(=O)[C@H](Cc2c[nH]c3ccccc23)NC(=O)c2ccc(F)cc2)no1

No. 5
Molecular formula: C21H17Br4ClN3O8SZn
Method: DFT, ωB97M-V/def2-TZVPD

Last column: Mulliken charge in e.
Positions of all 56 atoms, in Å:
1 Zn -0.657 -0.537 0.219  2.241
2 Br -0.565 3.224 5.956  -0.220
3 C -0.122 1.982 4.596  0.151
4 C 1.063 1.276 4.640  0.153
5 Br 2.293 1.536 6.058  -0.194
6 C 1.359 0.357 3.621  -0.057
7 Br 2.979 -0.624 3.608  -0.146
8 C 0.500 0.130 2.553  0.763
9 O 0.782 -0.662 1.565  -1.099
10 C -0.750 0.857 2.514  -0.169
11 O -1.550 0.660 1.512  -0.722
12 C -1.014 1.762 3.534  -0.102
13 Br -2.649 2.716 3.391  -0.200
14 O 1.357 -2.845 -4.712  -0.593
15 C 2.264 -1.925 -4.417  0.414
16 O 3.259 -1.762 -5.082  -0.638
17 C 2.017 -1.170 -3.165  -0.030
18 C 2.858 -0.237 -2.574  0.099
19 Cl 4.335 0.404 -3.119  -0.153
20 N 2.272 0.190 -1.431  -0.033
21 N 1.087 -0.402 -1.276  -0.049
22 C 0.912 -1.211 -2.290  0.174
23 C -0.392 -1.944 -2.338  0.848
24 O -0.608 -2.693 -3.309  -0.876
25 O -1.203 -1.684 -1.408  -0.567
26 C 2.707 1.099 -0.420  0.414
27 C 1.759 1.952 0.123  -0.246
28 C 2.111 2.753 1.196  -0.698
29 C 3.404 2.720 1.699  -0.549
30 C 4.345 1.877 1.128  -0.823
31 C 3.999 1.049 0.071  -0.361
32 H 0.626 -2.886 -4.024  0.427
33 H 0.748 1.959 -0.264  0.648
34 H 1.359 3.379 1.658  0.422
35 H 3.666 3.326 2.556  0.404
36 H 5.344 1.822 1.537  0.337
37 H 4.715 0.344 -0.327  0.431
38 C -2.917 0.744 -3.235  -1.032
39 S -2.768 1.007 -1.467  0.609
40 C -3.401 2.681 -1.398  -1.135
41 O -1.301 1.153 -1.219  -0.587
42 H -3.959 0.844 -3.535  0.435
43 H -2.567 -0.266 -3.435  0.243
44 H -2.286 1.473 -3.742  0.294
45 H -4.449 2.693 -1.692  0.423
46 H -2.796 3.307 -2.052  0.315
47 H -3.291 3.001 -0.365  0.309
48 C -3.059 -3.674 -0.116  -0.792
49 C -2.435 -3.271 1.194  0.561
50 N -2.654 -4.105 2.243  -0.436
51 O -1.764 -2.267 1.339  -0.701
52 H -3.816 -4.447 0.007  0.389
53 H -2.274 -4.027 -0.784  0.185
54 H -3.487 -2.793 -0.586  0.111
55 H -3.177 -4.955 2.148  0.172
56 H -2.208 -3.888 3.118  0.236

Summary:
ΔE to the lowest compared entry with this formula, charge and spin: 11.53 kcal per mole
Kohn-Sham gap: 0.2225 Ha
Net charge: -1